No. 1
Formula: C34H29IrN11Te
Source: OMol25
Level of theory: wB97M-V/def2-TZVPD

```
76
Properties=species:S:1:pos:R:3:forces:R:3
Ir 0.3376 -0.3364 -1.1076 -2.04 -0.43 -0.10
C 0.6774 -3.0901 4.1449 2.36 0.05 0.92
C -0.4445 -2.5360 3.5381 -2.53 1.75 -0.31
N -0.4113 -1.5141 2.6920 1.98 -0.52 0.94
C 0.7915 -0.9519 2.4499 -2.22 -1.94 0.39
C 1.9406 -1.5644 3.0042 1.64 -1.16 1.34
N 1.8628 -2.5568 3.8917 -2.19 0.75 -2.04
C 0.8513 0.4253 2.0295 1.17 2.92 -1.49
C 1.0040 1.4002 3.0138 -0.18 -0.04 0.25
C 1.4359 2.7157 2.7001 -0.15 0.62 0.39
C 1.7637 2.9648 1.3796 -0.38 0.35 -0.51
C 1.3959 2.0301 0.4264 -0.30 -1.08 1.52
N 0.9521 0.7743 0.7034 0.44 0.44 1.69
C 1.4028 2.3979 -0.9422 1.67 0.32 -3.33
C 2.1687 3.4796 -1.4904 -1.97 -0.10 0.65
N 2.0279 3.7990 -2.7541 0.85 -0.81 -0.90
C 1.4032 2.9539 -3.5936 -0.35 1.16 -0.15
C 0.7218 1.8331 -3.1266 0.65 0.52 -0.38
N 0.8161 1.5400 -1.8190 0.29 0.75 0.46
C 1.4750 3.8104 3.7042 0.29 0.75 0.48
C 1.7850 3.5155 5.0231 -0.72 -1.50 0.79
C 1.6664 4.4710 6.0258 0.44 -0.12 -0.36
N 1.4544 5.7277 5.7339 -0.76 1.11 0.16
C 1.1870 6.1077 4.4810 0.94 -1.41 0.17
C 1.2027 5.1803 3.4371 -0.49 -0.21 -1.05
H 0.6506 -3.9516 4.7952 -0.33 -0.31 0.03
H -1.4491 -2.8112 3.8703 0.27 -0.79 -0.44
H 2.9347 -1.1629 2.9200 0.15 0.70 -0.23
H 0.7321 1.1608 4.0477 0.30 0.04 -0.34
H 2.1439 3.9286 1.0066 -0.24 -0.51 0.72
H 2.7496 4.1776 -0.8905 -0.05 -0.26 0.01
H 1.4360 3.2860 -4.6488 -0.33 -0.51 0.65
H 0.1201 1.2133 -3.8146 0.55 0.09 0.70
H 1.9607 2.4815 5.3481 0.15 0.41 -0.25
H 1.7467 4.2334 7.0817 0.24 -0.15 -0.12
H 1.0310 7.1600 4.3576 -0.21 0.33 -0.38
H 0.9165 5.5171 2.4222 0.23 -0.24 0.66
N -3.5785 1.2511 -1.1793 0.27 -0.30 0.36
C -2.2807 1.1073 -0.9999 -0.62 2.32 -0.97
N -1.6778 -0.0327 -0.8600 0.24 -0.06 0.01
C -2.4422 -1.1890 -0.6307 0.27 -0.55 -0.23
N -1.7105 -2.2860 -0.5217 -1.92 -0.19 -0.39
N -0.4560 -2.0833 -0.8314 0.66 0.49 1.02
C 0.4654 -3.0579 -0.7144 2.92 -3.26 -0.18
C 1.8656 -2.7088 -0.9029 -1.64 -0.14 0.60
C 2.9639 -3.6025 -1.0829 -0.29 0.89 -1.18
C 4.0625 -3.0754 -1.7589 0.09 -0.36 0.94
C 4.3090 -1.6714 -1.7460 0.32 0.12 -0.14
C 3.2677 -0.8521 -1.3739 1.21 0.14 0.34
N 2.0859 -1.3451 -1.0200 -0.93 0.29 -0.86
C -3.9127 -1.0677 -0.6156 -0.38 0.21 0.74
C -4.8556 -2.0138 -0.1349 0.89 -0.07 -0.12
C -6.2102 -1.7059 -0.0879 -0.41 -0.66 -0.58
C -6.7392 -0.4561 -0.5074 1.55 0.36 0.60
C -5.8254 0.5414 -0.8723 0.46 -1.21 -0.09
C -4.4540 0.1908 -0.9448 -0.93 0.32 0.28
H -4.0008 2.1567 -1.3791 0.39 -0.06 0.18
H -1.6957 2.0260 -1.0544 -0.04 -0.28 -0.10
H 0.1843 -4.1483 -0.6788 0.09 1.35 0.18
H 2.8566 -4.6573 -0.8616 -0.03 0.01 -0.31
H 4.7469 -3.7792 -2.2265 0.32 0.25 0.42
H 5.2986 -1.2017 -1.9418 -0.89 -0.72 -0.25
H 3.3847 0.2321 -1.3081 -0.05 -0.32 -0.16
H -4.4456 -2.9690 0.2319 -0.57 0.43 -0.30
H -6.9037 -2.5184 0.1969 0.42 0.72 0.06
H -7.7852 -0.2341 -0.3694 -0.14 -0.05 -0.24
H -6.0611 1.5852 -1.0873 -0.42 -0.40 0.05
C -2.1648 -3.0503 -4.6211 0.71 -0.57 0.09
Te -0.4018 -2.1088 -5.4345 0.37 -1.32 0.55
C 1.0734 -3.6693 -4.8730 -0.99 -0.25 -0.09
H -1.9492 -4.1205 -4.4530 -0.04 0.56 -0.12
H -2.9684 -2.9375 -5.3315 -0.19 0.12 -0.29
H -2.4180 -2.5612 -3.6821 0.09 0.08 0.02
H 0.8043 -4.1770 -3.9313 -0.36 0.30 -0.52
H 2.0453 -3.2386 -4.7330 0.40 0.55 -0.26
H 1.0823 -4.3807 -5.7178 -0.05 0.32 0.36
```
Positions in Å, forces in eV/Å.

Frontier orbital gap (alpha / beta): 4.9 / 2.0 eV
Spin multiplicity: 6
HOMO (alpha / beta): -16.40 / -17.23 eV
Net charge: +4
Lowest unoccupied orbital energy (alpha / beta): -11.54 / -15.21 eV

=====

No. 2
Formula: C34H58BF7N4O9Si
Source: OMol25
Level of theory: wB97M-V/def2-TZVPD

```
114
Properties=species:S:1:pos:R:3:forces:R:3
C -1.1396 -5.3467 4.8234 0.47 -0.45 -0.27
C -0.6760 -5.2808 3.3686 -0.10 -0.44 1.34
O -0.7575 -3.9414 2.8865 -0.58 -0.29 -0.80
B -0.1335 -3.6690 1.6987 0.02 -0.10 0.17
O 1.1344 -4.1264 1.4473 -0.16 0.39 -0.01
C -0.8592 -2.7773 0.5476 1.05 0.53 0.13
C -1.5094 -3.6868 -0.5194 0.36 -0.18 0.63
F -2.0604 -2.9930 -1.5374 -0.31 0.35 -0.10
F -0.5268 -4.4189 -1.0799 0.16 -0.23 -0.11
C -2.5347 -4.7176 0.0303 -0.70 0.04 -1.02
F -3.1448 -4.2941 1.1467 0.13 -0.01 0.20
F -1.9104 -5.8722 0.2955 0.32 -0.14 0.34
C -3.6610 -5.0654 -0.9945 -0.34 -0.80 0.89
F -4.5359 -4.0780 -1.1184 0.19 0.17 -0.36
F -3.1696 -5.4443 -2.1658 0.01 0.34 -0.11
F -4.3310 -6.1193 -0.4800 0.07 0.15 -0.14
O 0.2916 -2.2399 -0.1585 0.88 -0.14 -0.90
C 0.0971 -1.0155 -0.7048 0.03 1.17 0.17
O 0.8464 -0.4833 -1.5007 -0.82 -1.06 1.15
C -1.2056 -0.5043 -0.1200 0.48 -0.70 -1.08
C -1.6112 -1.4946 0.9841 -2.01 1.08 -0.76
C -3.1853 -1.4906 0.8415 0.34 -0.64 0.89
C -3.9542 -1.7491 2.1353 -0.02 0.46 -0.44
O -5.2890 -2.1422 1.8203 0.14 0.13 0.56
Si -6.4431 -1.9518 3.0116 -0.90 -0.71 0.39
C -7.6919 -0.5868 2.6492 0.13 -0.32 -0.09
C -7.3950 -3.5806 3.0814 0.86 0.58 -0.53
C -5.7507 -1.6374 4.7312 0.39 0.67 -0.70
C -1.2726 -0.9201 2.3730 1.02 -0.46 -0.17
C 0.1690 -0.5115 2.5591 -0.96 -0.22 -0.21
C 0.6802 0.6495 2.0638 -0.86 1.22 -0.87
C 1.9752 1.0036 2.2786 0.83 1.27 -0.29
C 2.8080 0.2164 3.0065 0.78 -0.11 0.23
C 2.3215 -0.9593 3.5070 1.11 -0.86 0.60
C 3.2083 -1.8466 4.3269 0.07 0.34 0.42
C 1.0220 -1.2921 3.2804 -0.51 -1.49 0.53
H -0.6057 -6.1805 5.2781 -0.07 -0.10 0.18
H -0.8551 -4.4575 5.3766 -0.17 0.19 0.02
H -2.1966 -5.5765 4.9005 -0.20 0.37 0.11
H -1.3141 -5.9573 2.8044 -0.06 0.21 -0.44
H 0.3290 -5.6923 3.3261 0.28 0.35 -0.31
H 1.7232 -3.7193 2.0963 0.26 -0.38 0.02
H -1.2292 0.5443 0.1280 0.14 0.17 0.09
H -1.8891 -0.6217 -0.9634 -0.17 0.16 0.00
H -3.5340 -2.2169 0.1167 0.01 0.15 -0.19
H -3.4507 -0.5026 0.4814 -0.21 0.09 -0.08
H -3.9933 -0.8082 2.6843 0.13 0.02 0.28
H -3.4453 -2.4836 2.7605 -0.15 -0.21 0.01
H -7.5282 -0.0992 1.6917 0.08 0.18 -0.03
H -7.7391 0.1473 3.4488 0.16 0.23 0.01
H -8.6792 -1.0448 2.6077 -0.11 -0.07 -0.07
H -6.7200 -4.3492 3.4523 -0.12 -0.17 0.23
H -8.2900 -3.4882 3.6864 -0.14 -0.18 0.06
H -7.6251 -3.8487 2.0509 -0.35 -0.11 -0.03
H -5.0041 -2.3498 5.0702 -0.11 -0.22 0.14
H -5.2688 -0.6563 4.7252 0.10 0.07 0.09
H -6.5810 -1.5385 5.4251 -0.10 -0.29 0.17
H -1.8841 -0.0402 2.5353 -0.30 0.06 0.01
H -1.4711 -1.6753 3.1279 -0.35 0.11 0.16
H 0.0674 1.3355 1.5022 -0.22 0.08 -0.07
H 2.3630 1.9377 1.9031 -0.11 0.19 -0.21
H 3.8293 0.5018 3.2078 0.16 0.09 -0.05
H 2.7140 -2.7690 4.6128 0.01 -0.25 -0.13
H 3.4289 -1.3303 5.2592 0.03 0.01 0.16
H 4.1663 -2.0365 3.8496 0.00 -0.20 -0.20
H 0.6345 -2.2147 3.6972 0.06 0.03 0.21
C -1.1346 3.4787 -1.5614 0.06 0.00 0.04
O -1.7726 2.4788 -1.2800 -0.10 -0.08 0.13
N -0.3315 3.5860 -2.6286 0.08 0.17 -0.01
C 0.4135 4.7953 -2.9288 -0.10 -0.32 -0.16
C -0.2040 2.4397 -3.5158 -0.08 -0.10 0.19
H -1.1653 4.3913 -0.9424 0.01 0.02 -0.03
H 0.1199 5.1718 -3.9087 0.12 0.15 0.02
H 1.4820 4.5690 -2.9380 0.03 0.14 -0.02
H 0.2192 5.5609 -2.1811 -0.04 -0.03 0.03
H -1.1811 2.1782 -3.9240 0.03 -0.04 -0.05
H 0.1765 1.5806 -2.9607 -0.01 -0.04 -0.06
H 0.4776 2.6811 -4.3284 0.00 0.08 0.01
C 2.3296 0.9796 6.8012 0.05 -0.05 0.01
O 1.6372 0.1547 6.2392 -0.10 -0.04 0.07
N 2.1293 2.3084 6.7384 0.10 0.14 0.08
C 2.9849 3.2550 7.4250 -0.22 0.01 -0.16
C 1.0114 2.8002 5.9484 0.04 -0.20 -0.02
H 3.2017 0.6981 7.4178 0.00 0.04 0.01
H 2.3974 3.8416 8.1342 0.09 0.05 0.04
H 3.4469 3.9312 6.7027 0.06 0.04 0.08
H 3.7686 2.7298 7.9668 -0.01 -0.04 -0.01
H 0.0773 2.3912 6.3348 -0.04 0.04 -0.06
H 1.1216 2.4784 4.9114 -0.07 0.02 -0.01
H 0.9799 3.8860 5.9930 0.05 0.01 0.04
C 2.2726 5.5564 -5.9248 0.13 0.05 0.16
O 1.5767 6.5165 -5.6542 -0.09 -0.02 -0.07
N 2.1789 4.8254 -7.0490 0.06 -0.13 0.01
C 3.0415 3.6882 -7.3052 -0.22 0.10 -0.21
C 1.1777 5.1926 -8.0371 0.02 0.12 0.17
H 3.0622 5.1988 -5.2407 0.02 -0.04 -0.04
H 3.6120 3.8590 -8.2201 0.08 -0.07 0.04
H 2.4331 2.7883 -7.4241 0.11 -0.07 0.01
H 3.7343 3.5407 -6.4792 -0.02 0.06 0.03
H 1.3532 6.2123 -8.3798 -0.06 -0.01 -0.05
H 0.1835 5.1486 -7.5910 -0.03 0.03 -0.07
H 1.2284 4.5110 -8.8819 0.05 -0.03 0.02
C 6.1099 3.0402 -9.3676 -0.12 0.00 -0.16
O 6.2573 4.2417 -9.4714 0.04 0.03 0.10
N 6.7674 2.2536 -8.4952 -0.03 -0.16 0.04
C 6.5403 0.8232 -8.4206 0.16 0.19 0.12
C 7.7365 2.8662 -7.6011 -0.10 0.12 -0.14
H 5.3973 2.4832 -10.0013 0.02 -0.05 0.02
H 6.1898 0.5533 -7.4223 -0.01 -0.10 -0.03
H 7.4690 0.2878 -8.6268 -0.05 -0.09 0.00
H 5.7913 0.5225 -9.1500 -0.01 0.04 -0.02
H 7.2470 3.6210 -6.9847 0.07 0.02 0.03
H 8.5183 3.3559 -8.1820 0.03 0.03 0.07
H 8.1792 2.1060 -6.9628 -0.03 -0.05 -0.02
```
Positions in Å, forces in eV/Å.

Frontier orbital gap: 9.4 eV
HOMO: -8.90 eV
SMILES string: CCOB(O)[C@]1(C(F)(F)C(F)(F)C(F)(F)F)OC(=O)C[C@]1(CCO[Si](C)(C)C)Cc1cccc(C)c1.CN(C)C=O.CN(C)C=O.CN(C)C=O.CN(C)C=O
Lowest unoccupied orbital energy: 0.49 eV

=====

No. 3
Formula: C5H8O2
Source: OMol25
Level of theory: wB97M-V/def2-TZVPD

```
15
Properties=species:S:1:pos:R:3:forces:R:3
O -1.4479 0.3929 1.0407 -0.35 0.29 0.27
C -1.5597 0.4081 -0.3596 -0.13 -0.05 -0.30
C -0.1699 0.4301 -1.0465 0.13 0.13 0.18
C 0.9439 0.2084 -0.0019 0.32 0.21 -0.11
O 0.8536 1.3056 0.9788 0.26 -0.55 -0.13
C 0.9432 -1.2119 0.4320 0.25 -0.28 0.17
C 1.0729 -2.4123 0.4907 -0.08 0.70 0.12
H -0.7259 1.0261 1.2577 -0.72 -0.43 0.06
H -2.1480 1.2731 -0.7024 0.08 -0.14 0.02
H -2.1188 -0.4925 -0.6372 0.14 0.12 0.00
H 0.0222 1.3843 -1.5480 -0.06 -0.04 0.19
H -0.1059 -0.3473 -1.8221 0.12 0.18 0.34
H 1.9184 0.3794 -0.4474 0.12 -0.21 -0.40
H 1.3270 1.1324 1.8070 0.05 -0.34 -0.46
H 1.1950 -3.4766 0.5583 -0.11 0.39 0.04
```
Positions in Å, forces in eV/Å.

Frontier orbital gap: 10.2 eV
HOMO: -9.58 eV
SMILES string: C#C[C@H](O)CCO
Lowest unoccupied orbital energy: 0.65 eV

=====

No. 4
Formula: C5H11N2
Source: OMol25
Level of theory: wB97M-V/def2-TZVPD

```
18
Properties=species:S:1:pos:R:3:forces:R:3
C -2.3389 -0.4808 -0.3518 0.74 -5.09 0.50
C -2.0801 0.8520 -0.3321 2.42 5.14 -0.70
C -3.3072 -1.0906 0.3373 0.08 -1.09 1.35
C -0.7904 1.3788 -0.3907 -1.58 -1.94 0.82
C 0.3390 0.4776 -0.1558 -1.26 1.36 0.15
N 1.5052 0.7519 -0.5583 0.54 -1.13 0.32
N 3.4585 -0.7240 0.4503 1.61 0.08 -0.32
H -1.5153 -1.2391 -0.6426 -1.59 1.49 -0.54
H -2.8968 1.6071 -0.4389 0.55 -0.88 0.33
H -3.3678 -2.1995 0.2657 -0.06 0.99 0.27
H -3.7754 -0.6187 1.2265 -0.61 -0.07 -1.30
H -0.6542 2.4416 -0.4913 0.34 0.10 -0.16
H 0.3239 -0.3783 0.4798 -0.75 -0.85 0.10
H 2.3452 0.1474 -0.3841 0.08 -0.38 0.42
H 1.5994 1.5722 -1.0368 0.59 2.60 -1.82
H 3.3602 -1.7155 0.6748 0.03 0.35 0.02
H 3.3621 -0.1735 1.3196 0.61 -0.59 -0.53
H 4.4328 -0.6087 0.0285 -1.74 -0.08 1.09
```
Positions in Å, forces in eV/Å.

Frontier orbital gap: 8.1 eV
HOMO: -12.91 eV
Net charge: +1
Lowest unoccupied orbital energy: -4.85 eV